No. 1
{"formula": "C2H8S3", "method": "ωB97M-V/def2-TZVPD", "elements": ["C", "S", "S", "H", "H", "H", "H", "C", "S", "H", "H", "H", "H"], "xyz": [[-2.20, 2.40, -0.21], [-0.61, 1.58, 0.10], [-0.06, 1.21, -1.87], [-2.82, 1.68, -0.72], [-2.62, 2.51, 0.79], [-1.98, 3.37, -0.63], [-0.10, -0.15, -1.89], [2.16, -2.28, 0.63], [0.54, -2.21, 1.44], [2.57, -3.27, 0.82], [2.94, -1.62, 1.00], [2.02, -2.22, -0.44], [0.17, -0.99, 0.98]], "smiles": "CSS.CS", "charge": 0, "multiplicity": 1, "e_lumo_ev": 0.4, "homo_energy_ev": -8.99}

***

No. 2
{"formula": "C5H8ClN", "method": "ωB97M-V/def2-TZVPD", "elements": ["C", "C", "C", "C", "C", "N", "Cl", "H", "H", "H", "H", "H", "H", "H", "H"], "xyz": [[2.10, 0.77, 0.18], [-0.53, 0.81, 1.63], [0.07, -0.92, -1.90], [-1.07, 0.21, 0.37], [-0.05, -0.69, -0.50], [3.12, 1.18, 0.51], [0.75, -1.87, 0.38], [-0.35, 0.06, 2.40], [-1.26, 1.54, 1.86], [0.42, 1.37, 1.53], [0.29, -2.02, -2.05], [-0.93, -0.63, -2.51], [0.96, -0.41, -2.34], [-1.51, 0.94, -0.29], [-2.00, -0.35, 0.71]], "charge": 0, "multiplicity": 1, "e_lumo_ev": [-2.0, -2.0], "homo_energy_ev": [-9.21, -9.21]}

***

Relative energy (zero: lowest compared OMol25 entry of this formula, charge and spin) across the listed records, respectively: 7.3, 101.7 kcal/mol.
Total energy across the listed records, respectively: -34709.0826, -19322.5421 eV.